1.
{
  "formula": "H22O11",
  "method": "ωB97M-V with the def2-TZVPD basis set",
  "de_lowest_kcal_mol": 232.4,
  "gap_ev": 8.48,
  "charge": 0,
  "largest_force_ev_per_a": 7.54,
  "elements": ["O", "H", "H", "O", "H", "H", "O", "H", "H", "O", "H", "H", "O", "H", "H", "O", "H", "H", "O", "H", "H", "O", "H", "H", "O", "H", "H", "O", "H", "H", "O", "H", "H"],
  "positions_angstrom": [[-1.00102, -1.38224, -2.49752], [-1.25874, -1.31246, -3.41672], [-0.37792, -0.66727, -2.36803], [0.09470, -0.36385, -0.38740], [0.59222, 0.38405, -0.05669], [-0.80486, -0.19701, -0.10602], [-0.46995, 2.16728, -0.76371], [-0.21345, 2.39996, -1.65606], [-1.31912, 1.73676, -0.86262], [2.38667, 0.70171, 0.11686], [2.49760, 1.53888, -0.33376], [2.15704, 0.94104, 1.01476], [0.62906, 1.30346, 1.58720], [-0.32295, 1.33069, 1.49138], [0.77139, 1.08067, 2.50718], [-0.17119, -0.84618, 2.04777], [-0.07111, -1.64421, 2.56676], [0.72234, -0.60545, 1.80301], [-2.27167, -0.99701, -0.77355], [-2.54758, -1.81346, -0.35699], [-1.62590, -1.26701, -1.42648], [0.98691, 3.15981, 0.23239], [1.58818, 2.75361, 0.85665], [0.40245, 2.45024, -0.03436], [2.16370, -1.30751, -0.99850], [1.97382, -0.45905, -0.59815], [1.31517, -1.74853, -1.04006], [0.32092, -2.57132, -0.96115], [0.05778, -2.07010, -0.18929], [-0.07512, -2.10444, -1.69695], [-2.31262, -0.23524, 1.81990], [-2.43161, 0.11198, 2.70393], [-1.38514, -0.46780, 1.77622]],
  "forces_ev_per_a": [[1.672, 0.570, -5.624], [-0.374, -0.311, -0.404], [0.739, 0.866, 0.215], [-0.997, 2.053, -0.040], [0.385, -0.017, -0.315], [-0.957, -0.238, -0.018], [-5.714, -2.279, -4.354], [0.306, 0.304, -0.217], [-0.627, -0.403, 0.073], [1.951, 1.740, 0.715], [0.175, 0.442, -0.298], [0.348, 0.033, -0.217], [-0.328, 0.301, 2.381], [-0.600, 0.241, 0.217], [-0.303, 0.207, 0.551], [3.291, -2.449, 1.889], [-0.303, -0.521, 0.217], [0.110, -0.226, -0.581], [-2.519, 0.599, 2.668], [-0.392, 0.072, 0.479], [-1.341, -0.219, 0.431], [4.609, 3.704, 1.525], [0.001, 1.031, 0.055], [1.215, 0.540, 1.481], [3.179, 0.499, -1.079], [0.968, -0.943, -0.660], [1.222, -0.629, -0.256], [-1.971, -4.556, 0.876], [-0.223, -0.288, 0.224], [0.033, -1.318, 0.128], [-2.959, 1.230, -0.155], [-0.215, 0.081, 0.232], [-0.380, -0.115, -0.141]]
}

***

2.
{
  "formula": "H22O11",
  "method": "ωB97M-V with the def2-TZVPD basis set",
  "smiles": "O.O.O.O.O.O.O.O.O.O.O",
  "de_lowest_kcal_mol": 26.4,
  "gap_ev": 10.65,
  "charge": 0,
  "largest_force_ev_per_a": 0.73,
  "elements": ["O", "H", "H", "O", "H", "H", "O", "H", "H", "O", "H", "H", "O", "H", "H", "O", "H", "H", "O", "H", "H", "O", "H", "H", "O", "H", "H", "O", "H", "H", "O", "H", "H"],
  "positions_angstrom": [[16.09636, 1.91747, 14.24805], [15.72419, 1.27780, 13.62691], [15.82341, 1.60046, 15.11513], [18.83092, 1.42497, 17.15884], [18.94672, 1.29380, 18.11062], [17.88794, 1.60615, 17.05622], [16.42977, 0.12810, 12.03300], [16.76600, -0.61614, 11.52215], [17.17057, 0.37016, 12.61477], [20.90163, 2.10460, 11.93513], [21.52174, 2.83200, 12.07058], [20.26627, 2.18391, 12.66217], [21.39350, -0.10359, 13.55703], [21.39382, -0.89605, 12.99778], [21.44405, 0.65344, 12.93364], [18.03233, 3.12820, 12.20094], [17.37893, 2.58142, 11.74813], [17.85054, 2.98937, 13.14467], [17.30742, -1.90758, 15.61594], [17.45147, -1.36778, 14.82403], [18.18712, -2.20636, 15.86243], [20.50317, -2.76409, 13.40097], [20.42376, -2.15175, 14.14589], [20.66155, -3.62282, 13.80869], [21.46805, 0.29783, 16.84351], [20.65437, 0.77094, 17.06932], [21.38327, 0.14443, 15.89369], [18.74815, 3.43697, 14.96396], [18.51460, 3.10465, 15.83948], [19.08691, 4.32512, 15.12334], [18.60319, 0.26598, 14.20068], [18.39608, 1.08274, 14.66692], [19.50419, 0.40516, 13.85731]],
  "forces_ev_per_a": [[0.014, 0.010, 0.262], [-0.084, -0.052, -0.070], [-0.152, -0.016, -0.094], [-0.353, 0.341, 0.318], [-0.122, 0.040, -0.120], [0.030, -0.361, 0.144], [0.236, 0.184, 0.144], [-0.124, 0.038, 0.021], [0.139, -0.222, -0.020], [0.360, -0.190, 0.446], [-0.130, -0.031, -0.076], [-0.321, 0.477, -0.454], [-0.128, 0.200, -0.251], [0.091, 0.120, 0.092], [0.169, -0.285, 0.042], [-0.023, -0.254, 0.220], [0.067, 0.067, -0.022], [-0.102, 0.218, -0.168], [-0.199, -0.025, -0.134], [0.166, -0.031, 0.253], [-0.008, 0.080, 0.007], [-0.026, 0.079, 0.268], [-0.082, -0.131, -0.068], [0.027, 0.044, -0.116], [-0.189, 0.073, 0.041], [0.320, -0.209, -0.328], [0.115, 0.015, -0.051], [-0.010, 0.010, 0.168], [0.314, 0.112, -0.049], [-0.027, -0.056, -0.124], [0.150, 0.218, -0.413], [-0.110, 0.002, -0.062], [-0.010, -0.463, 0.195]]
}

***

3.
{
  "formula": "H22O11",
  "method": "ωB97M-V with the def2-TZVPD basis set",
  "de_lowest_kcal_mol": 156.5,
  "gap_ev": 8.79,
  "charge": 0,
  "largest_force_ev_per_a": 9.99,
  "elements": ["H", "H", "H", "H", "H", "H", "H", "H", "H", "H", "H", "H", "H", "H", "H", "H", "H", "H", "H", "H", "H", "H", "O", "O", "O", "O", "O", "O", "O", "O", "O", "O", "O"],
  "positions_angstrom": [[-0.63238, -1.34425, 1.50056], [-1.10499, -0.18471, 0.73034], [-0.42688, 0.72943, -1.01042], [-1.50973, 1.68889, -0.93303], [-0.50059, 0.47692, -4.27614], [-0.92614, -0.70065, -3.67393], [-1.13784, 0.52849, 5.08628], [-1.83956, -0.36146, 6.13116], [3.85432, -0.02974, -2.43999], [3.68593, -0.03270, -0.94684], [1.95758, 3.08761, 0.08670], [1.08254, 2.18797, -0.55049], [-0.56807, 2.71070, 1.21163], [-1.45069, 2.04617, 2.19667], [-1.10160, -3.70764, -2.26932], [0.16388, -3.30708, -2.96374], [-0.58609, 2.81486, -1.94389], [0.43234, 3.93935, -2.02478], [1.14709, 0.14721, 1.52036], [2.35611, -0.64775, 0.76995], [-2.10295, -3.83494, 2.64144], [-1.68867, -4.92161, 1.84229], [-0.29241, -0.71297, 0.87564], [-1.31620, 0.73432, -0.88417], [-0.25998, -0.46345, -4.29501], [-1.88093, -0.18092, 5.21429], [3.43597, 0.50692, -1.76384], [1.44669, 2.31171, 0.26597], [-1.26715, 2.88048, 1.77335], [-0.09932, -3.59663, -2.10382], [0.26315, 2.99750, -2.20288], [1.42390, -0.46622, 0.73615], [-1.34166, -4.17136, 2.29871]],
  "forces_ev_per_a": [[-0.053, -1.076, 0.604], [-0.074, -0.354, -0.237], [4.504, -0.803, -0.503], [-0.527, -0.757, 0.374], [0.802, 0.110, -0.627], [-0.764, -1.315, 1.068], [-2.133, -2.036, 0.322], [0.010, -0.363, 1.546], [-0.024, 0.052, -0.485], [-0.791, 1.342, -1.422], [0.760, 0.804, 0.313], [-1.485, -1.062, -3.658], [2.763, -0.566, -1.825], [-0.156, -0.374, 0.192], [2.347, 0.164, 0.751], [0.723, 0.422, -0.918], [-3.237, -0.273, 0.723], [-0.274, -0.533, -0.132], [1.734, -1.823, -2.455], [1.719, 0.436, 0.353], [-3.198, 1.980, 1.861], [0.156, -1.004, -0.747], [-9.949, -0.208, 0.887], [-4.402, 1.704, -0.225], [-0.021, 1.191, -0.361], [2.133, 2.404, -1.888], [0.772, -1.288, 1.815], [0.908, 0.512, 3.579], [-2.431, 0.902, 1.622], [-3.061, -0.577, 0.124], [3.426, 1.077, -1.003], [6.788, 2.229, 1.431], [3.036, -0.919, -1.080]]
}

***

4.
{
  "formula": "H22O11",
  "method": "ωB97M-V with the def2-TZVPD basis set",
  "smiles": "O.O.O.O.O.O.O.O.O.O.O",
  "de_lowest_kcal_mol": 93.3,
  "gap_ev": 8.88,
  "charge": 0,
  "largest_force_ev_per_a": 2.17,
  "elements": ["H", "H", "H", "H", "H", "H", "H", "H", "H", "H", "H", "H", "H", "H", "H", "H", "H", "H", "H", "H", "H", "H", "O", "O", "O", "O", "O", "O", "O", "O", "O", "O", "O"],
  "positions_angstrom": [[0.32191, -0.44016, -0.18908], [-0.80128, 0.38177, 0.42158], [-3.53654, -2.25423, -1.41976], [-2.07785, -2.63388, -1.61500], [4.00143, 3.30302, 0.17841], [3.66207, 1.90047, 0.65565], [-1.73102, -1.62694, 0.96614], [-3.22293, -1.82958, 1.17395], [2.49358, -1.87557, -2.42657], [3.02450, -2.53856, -1.16617], [-0.37939, 3.06913, -0.89894], [-0.34802, 4.31066, -0.02278], [-0.07233, -2.86049, 0.60286], [0.53693, -2.35175, 1.89901], [4.43500, -0.06407, 1.08143], [2.94675, 0.12694, 1.32366], [0.49751, 0.22302, -1.76299], [0.44220, 1.73557, -1.90151], [-0.54413, 0.66404, 3.93159], [-0.79566, 0.05778, 2.56074], [-4.73916, 1.52943, -0.91176], [-3.27947, 1.94143, -1.00968], [-0.63878, -0.39460, -0.12599], [-2.68474, -1.88822, -1.68332], [3.65372, 2.45867, -0.13006], [-2.48735, -2.11368, 0.61968], [2.93619, -2.67362, -2.11640], [-0.72935, 3.96510, -0.83775], [0.76171, -2.56748, 0.98692], [3.58722, -0.51466, 0.99635], [-0.08724, 0.94070, -2.03134], [-1.23924, 0.52293, 3.27898], [-3.90623, 1.49685, -0.42787]],
  "forces_ev_per_a": [[-0.081, -0.309, 0.528], [-0.221, 0.266, -0.404], [0.267, 0.099, 0.036], [-0.181, 0.182, 0.078], [-0.022, 0.015, -0.109], [0.051, 0.126, -0.211], [-0.104, 0.231, -0.426], [0.001, -0.085, 0.053], [0.094, -0.122, -0.057], [-0.004, -0.039, 0.060], [-0.251, 0.060, 0.054], [-0.088, 0.044, -0.070], [-0.032, -0.054, -0.039], [0.075, -0.165, -0.051], [0.119, -0.215, -0.082], [-0.103, -0.273, 0.054], [-0.294, 0.260, -0.440], [0.291, -0.087, -0.491], [-0.110, 0.016, 0.036], [-0.078, -0.051, 0.044], [0.101, -0.047, 0.071], [0.048, -0.091, 0.025], [0.165, -0.447, 1.394], [-0.264, -0.120, -1.941], [-0.048, 0.026, 0.240], [-0.175, -0.599, 2.079], [-0.098, 0.175, 0.049], [0.174, -0.098, 0.107], [0.153, -0.015, 0.149], [-0.055, 0.292, 0.073], [0.536, 0.923, -0.668], [0.243, -0.035, -0.088], [-0.109, 0.135, -0.052]]
}